# 1
Here is a structure of composition C29H26BBrIN8O2Zr from OMol25. Energies are from wB97M-V/def2-TZVPD.

Computed properties:
- total charge = +1
- ΔE to the lowest compared entry with this formula, charge and spin (kcal per mole) = 34.8
- E_HOMO (eV) = -11.18
- orbital gap (Ha) = 0.2652
- calculated total energy (Eh) = -4652.76921
- M (g/mol) = 827.42

XYZ file:
```
69
Properties=species:S:1:pos:R:3:forces:R:3
Zr 0.43822 0.55647 -0.11135 0.8 0.8 0.4
C 3.38861 -2.02308 2.25082 -0.2 0.8 -2.1
C 2.18509 -1.30008 2.16956 0.7 -0.5 0.2
N 1.91178 -0.92812 0.90220 0.1 0.0 0.6
N 2.93400 -1.38333 0.14851 0.8 0.2 -1.7
C 3.84331 -2.00994 0.89663 -1.3 -0.4 2.0
B 2.99143 -1.29364 -1.44959 0.4 -0.4 -0.2
N 3.06872 0.17943 -2.04400 0.8 -1.4 1.2
C 3.95048 0.72491 -2.87352 1.4 0.1 -0.3
C 3.75403 2.11529 -2.87696 -0.3 -0.7 -0.1
C 2.67646 2.28778 -2.01356 1.1 0.2 -0.1
N 2.31405 1.10658 -1.46879 -1.4 1.6 0.3
N 1.61549 -1.77552 -1.97887 0.3 -1.2 -1.4
C 1.35715 -2.59756 -3.05530 -1.4 1.8 1.1
C 0.03802 -2.38693 -3.46978 1.2 1.1 1.7
C -0.38997 -1.35791 -2.58923 -3.2 -1.6 -0.9
N 0.52294 -1.03014 -1.69392 0.5 -0.7 -1.0
H 3.90640 -2.49138 3.07539 -0.3 0.2 0.0
H 1.52556 -1.05045 2.97724 -0.2 0.1 0.1
H 4.66222 -2.56303 0.49684 0.4 0.1 -0.5
H 3.96605 -1.98719 -1.83116 -1.1 0.7 0.3
H 4.74751 0.07290 -3.27318 -0.7 0.7 0.0
H 4.27678 2.93100 -3.37483 -0.1 -0.6 0.0
H 2.36363 3.29490 -1.78391 -0.8 -0.4 0.6
H 2.09741 -3.17556 -3.51566 1.1 -0.8 -0.2
H -0.53055 -2.89380 -4.22301 0.0 0.0 -0.2
H -1.50994 -1.12931 -2.51720 2.2 0.2 0.0
C -1.84241 1.92141 -3.86327 0.3 -0.8 0.3
C -2.74641 1.19595 -2.85837 2.3 1.5 -0.5
N -3.91500 0.83661 -3.22804 -2.9 -1.5 0.4
C -4.70377 0.06351 -2.39858 0.7 0.3 0.3
C -4.29393 -0.44228 -1.14838 -0.1 1.1 -1.9
C -5.17093 -1.42594 -0.36155 1.9 0.8 0.5
O -4.32617 -2.59164 -0.06919 -1.6 1.3 0.0
C -2.98234 -0.00801 -0.77167 -0.7 0.1 1.2
C -2.52426 -0.40166 0.57093 0.4 -0.6 0.8
N -1.30299 -0.32107 1.04313 -1.8 0.3 -0.5
C -1.09842 -0.97885 2.31442 0.1 0.1 -1.4
C -0.94821 -0.24403 3.47732 0.4 -0.1 -0.6
C -0.51525 -0.87482 4.63333 -0.6 -0.1 0.5
C -0.34678 -2.23401 4.60559 -0.5 -0.5 -2.3
C -0.55733 -2.95965 3.38786 0.5 -0.5 2.1
C -0.91215 -2.35759 2.20795 0.5 0.1 1.1
I -0.76935 -3.46433 0.45190 -0.2 0.0 0.1
C -2.26218 0.86282 -1.59595 1.7 -0.5 1.3
O -0.99341 1.24845 -1.22241 -2.2 -0.3 -0.4
H -1.08145 1.20763 -4.24949 -0.5 0.3 0.1
H -1.26726 2.76660 -3.50441 -0.1 0.0 0.6
H -2.43057 2.29054 -4.67749 -0.5 -0.1 -0.5
H -5.71187 -0.09880 -2.77513 0.2 -0.2 0.0
H -6.10331 -1.58940 -0.92046 0.4 -0.4 0.3
H -5.38733 -1.00990 0.62038 -0.4 0.1 0.0
H -4.40227 -3.03419 -0.89705 0.5 -1.3 -0.9
H -3.29256 -0.87905 1.26366 1.0 0.6 -1.1
H -1.04971 0.81572 3.36401 -0.1 0.5 0.3
H -0.39778 -0.40384 5.60288 0.1 0.5 -0.3
H -0.03720 -2.73557 5.48287 0.2 -0.6 0.7
H -0.39167 -4.02739 3.45556 0.0 0.0 -0.3
Br 1.48520 5.66654 4.27874 0.1 0.4 0.3
C 1.23903 4.27527 3.04414 -1.2 0.9 1.4
C 2.30527 3.57596 2.63654 0.6 -1.5 -2.1
C 2.07003 2.64228 1.63418 -1.0 0.7 0.0
C 0.82220 2.41355 1.06346 -0.4 -0.8 0.0
C -0.29903 3.06421 1.62445 1.9 0.5 0.9
C -0.05799 3.99110 2.64884 -0.6 -0.2 -0.9
H 3.32763 3.74643 2.83308 0.8 0.5 0.9
H 2.88392 2.16846 1.18285 1.4 -0.8 -0.4
H -1.27244 2.85128 1.26154 -0.9 0.1 -0.2
H -0.84448 4.58542 3.07852 -0.3 0.0 0.1
```
Forces are in eV/Å.

# 2
Here is a structure of composition C29H26Br2N3O3Ti from OMol25. Energies are from wB97M-V/def2-TZVPD.

Computed properties:
- total charge = +1
- E_HOMO (eV) = -10.41
- orbital gap (Ha) = 0.2633
- calculated total energy (Eh) = -7508.00489
- M (g/mol) = 672.22

XYZ file:
```
64
Properties=species:S:1:pos:R:3:forces:R:3
Ti -0.68847 -0.27571 0.41558 -0.1 -0.1 -0.4
O -1.09193 1.06560 3.92101 0.0 0.0 0.0
C -1.58705 2.34031 3.87921 0.0 -0.1 -0.1
C -2.12687 2.94581 5.00318 0.0 0.0 0.0
C -2.63932 4.23232 4.92900 0.0 0.0 0.0
C -2.62812 4.92465 3.72884 0.0 -0.1 0.0
C -2.09301 4.30660 2.60871 0.0 0.0 0.0
C -1.56168 3.02205 2.66171 -0.1 0.3 0.0
C -0.97496 2.43664 1.40855 -0.2 -0.3 -0.1
O -1.52690 1.20972 1.06578 0.0 0.0 0.1
N 0.46381 2.21335 1.59262 0.1 -0.1 -0.1
N 0.96368 1.25376 0.73891 -0.1 0.1 0.2
C 2.16302 1.39013 0.31953 0.1 -0.3 -0.1
C 2.86989 0.38870 -0.46105 0.2 0.4 0.2
Br 1.91286 -1.19205 -0.76564 -0.3 -0.1 -0.1
C 4.08936 0.65685 -0.94404 0.0 -0.1 0.0
C 5.01507 -0.13800 -1.75530 -0.2 0.1 0.1
C 5.88192 0.56174 -2.59676 0.1 0.0 -0.1
C 6.78342 -0.11486 -3.40086 -0.1 0.0 0.1
C 6.84552 -1.49970 -3.34673 0.0 -0.1 0.0
C 6.00901 -2.20369 -2.49137 0.0 0.1 0.0
C 5.09276 -1.52958 -1.70063 0.1 -0.1 -0.1
H -1.06774 0.77481 4.83908 0.0 0.0 0.0
H -2.14795 2.40344 5.94217 0.0 0.0 0.0
H -3.05499 4.68687 5.81837 0.0 0.0 0.0
H -3.03218 5.92436 3.66050 0.0 0.0 0.0
H -2.08430 4.82765 1.65824 0.0 0.0 0.0
H -1.18194 3.13511 0.58334 0.2 0.0 0.0
H 1.01699 3.06432 1.61240 0.0 0.0 0.0
H 2.72356 2.29358 0.55629 0.0 0.0 0.0
H 4.43632 1.66180 -0.71567 0.0 0.0 0.0
H 5.83899 1.64377 -2.62347 0.0 0.0 0.0
H 7.43979 0.43874 -4.05776 0.0 0.0 0.0
H 7.55792 -2.03339 -3.96175 0.0 0.0 0.0
H 6.07424 -3.28152 -2.43472 0.0 0.0 0.0
H 4.46896 -2.09478 -1.02404 0.0 0.0 0.0
N -3.80469 -1.84055 2.65081 0.0 -0.1 -0.1
C -2.65028 -1.68176 2.01294 0.2 0.2 0.2
O -2.58205 -1.05163 0.94390 0.1 0.0 0.0
C -1.39029 -2.26035 2.58580 0.0 -0.1 0.1
C -0.17410 -1.53677 2.00695 0.1 0.1 0.0
H -4.65160 -1.47369 2.24734 0.0 0.0 0.0
H -3.84711 -2.36487 3.50630 -0.1 0.0 0.0
H -1.38877 -3.31708 2.29818 0.0 0.0 0.0
H -1.42662 -2.24398 3.67728 0.0 0.0 0.0
H 0.57871 -2.24135 1.65137 0.0 0.0 0.1
H 0.29737 -0.88150 2.74447 0.0 0.0 0.0
Br -0.83877 1.45592 -2.00303 0.1 0.1 0.1
C -1.89476 0.16820 -2.91573 0.0 -0.1 0.0
C -2.57180 0.55297 -4.02943 -0.1 -0.1 -0.1
C -3.26581 -0.42924 -4.77356 0.0 0.1 0.0
C -3.20387 -1.73783 -4.40010 0.0 0.0 0.0
C -2.47886 -2.13511 -3.24745 -0.1 -0.2 -0.1
C -2.34424 -3.50497 -2.90550 0.0 0.1 -0.1
C -1.60347 -3.87444 -1.82543 0.1 0.1 0.1
C -1.03112 -2.88455 -0.98931 -0.1 -0.1 0.0
C -1.15577 -1.54120 -1.24494 -0.2 0.2 -0.1
C -1.84278 -1.16450 -2.43806 0.1 0.1 0.0
H -2.56480 1.58370 -4.35386 0.0 0.0 0.0
H -3.81536 -0.13454 -5.65677 0.0 0.0 0.0
H -3.69861 -2.49967 -4.98911 0.0 0.0 0.0
H -2.82200 -4.24789 -3.53197 0.0 0.0 0.0
H -1.47365 -4.92223 -1.58676 0.0 0.0 0.0
H -0.51454 -3.23048 -0.09753 0.0 0.0 0.0
```
Forces are in eV/Å.

# 3
Here is a structure of composition C29H26BrLaN3O5S5 from OMol25. Energies are from wB97M-V/def2-TZVPD.

Computed properties:
- total charge = -1
- ΔE to the lowest compared entry with this formula, charge and spin (kcal per mole) = 49.8
- E_HOMO (eV) = -3.80
- orbital gap (Ha) = 0.2101
- calculated total energy (Eh) = -6257.98543
- M (g/mol) = 875.69

XYZ file:
```
70
Properties=species:S:1:pos:R:3:forces:R:3
La 11.60328 12.11728 12.60613 -0.7 0.3 -0.7
S 5.85648 14.07072 13.68152 -0.3 -0.1 -0.1
C 6.02370 12.47341 13.07547 -0.7 -0.8 0.2
C 4.91315 11.53607 13.05810 1.6 -0.9 -0.1
C 5.10559 10.26610 12.47754 -0.9 1.1 0.3
C 6.28524 9.89821 11.86447 0.7 1.7 0.2
C 7.36752 10.77507 11.86737 -0.2 0.5 0.4
C 7.28023 11.97611 12.56647 -1.0 0.9 0.4
S 8.65826 13.01930 13.03938 -0.6 -1.1 -0.8
C 8.82166 14.15568 11.60897 1.1 -0.1 1.5
C 9.06184 13.39870 10.35874 -0.1 0.7 -1.6
C 8.05889 13.34830 9.35684 1.1 -0.4 1.1
C 8.42451 12.81419 8.11666 -1.3 -0.1 0.4
C 9.74544 12.43936 7.87948 -1.3 0.4 0.4
C 10.63815 12.50688 8.92845 0.7 -0.1 -0.3
C 12.05970 12.07541 8.61634 0.1 0.8 0.5
S 13.27231 12.50076 9.92566 0.2 -1.1 0.1
C 14.15457 10.92371 10.07505 -0.6 0.1 -0.2
C 15.49540 10.83469 9.76574 0.0 0.5 -0.4
C 16.19596 9.63887 9.80301 -0.3 0.8 0.4
C 15.49489 8.47846 10.03253 0.1 0.0 -0.4
C 14.11266 8.53548 10.23613 2.1 -0.2 -0.4
C 13.45508 9.75985 10.37334 -1.9 -1.4 0.3
S 11.70665 9.60565 10.79638 0.6 0.8 0.0
N 10.31566 12.94612 10.13657 -0.5 0.1 0.5
H 4.02000 11.72652 13.64914 0.1 0.3 -0.5
H 4.29125 9.54835 12.36012 -0.1 0.3 0.5
H 6.31466 8.98826 11.37564 0.3 -1.7 -1.1
H 8.27163 10.62802 11.30410 0.4 -0.6 0.0
H 9.79250 14.65347 11.96781 -1.5 0.0 -0.9
H 7.91669 14.78392 11.56547 0.6 -0.1 0.2
H 7.06441 13.68474 9.68992 0.4 -0.3 -0.7
H 7.58331 12.65058 7.41799 0.9 0.2 0.0
H 10.05546 12.10034 6.91970 0.2 -0.3 -0.5
H 12.43024 12.58868 7.73454 -0.2 0.2 -0.2
H 12.05681 11.02917 8.38114 0.2 -0.7 0.3
H 15.89080 11.74064 9.35966 0.8 0.4 0.1
H 17.25495 9.61925 9.67856 0.5 0.1 -0.3
H 16.09962 7.56890 9.91409 -0.8 0.0 0.3
H 13.66466 7.57063 10.17709 -1.1 -0.2 0.6
O 12.68614 16.77003 12.68621 -0.8 1.1 -0.5
C 12.93272 15.51390 12.42934 -1.0 -1.4 -0.7
O 12.16880 14.85781 11.72144 1.2 0.4 0.8
C 14.14539 14.97067 13.14546 -1.3 -1.5 -0.3
O 14.09246 13.54494 12.99418 0.0 1.1 0.1
C 14.92388 12.98570 13.98022 -1.0 -1.0 1.7
C 14.45577 11.52567 14.22828 1.1 -1.2 0.8
O 15.15246 10.72298 14.85525 -0.3 1.3 -0.6
O 13.29496 11.24334 13.77016 0.5 0.0 0.1
H 11.83406 16.94951 12.20445 0.8 0.0 0.7
H 15.08461 15.29156 12.76530 0.7 0.8 -0.5
H 14.06122 15.22725 14.19844 -0.1 0.2 0.1
H 15.97752 12.99520 13.69296 0.0 0.2 0.2
H 14.68567 13.51741 14.97257 0.8 -0.7 -1.2
Br 11.09219 14.10985 14.75064 0.5 0.2 0.2
N 8.65435 5.33463 14.15936 0.1 -0.3 0.3
C 9.45871 5.86584 15.08165 0.8 1.8 -0.1
S 9.76579 5.17207 16.53518 0.2 -0.1 0.0
C 9.97454 7.29456 14.74762 0.2 -0.9 0.5
C 11.33713 7.68720 14.81328 -1.7 -1.1 0.7
C 11.64601 8.99847 14.59164 -0.4 0.4 -1.1
N 10.71065 9.86976 14.26369 -1.6 1.4 -0.5
C 9.40148 9.50726 14.24568 1.3 1.7 -0.3
C 8.98711 8.25684 14.47202 1.7 -2.2 0.3
H 8.33994 4.40168 14.33593 -0.3 -0.3 0.0
H 8.52044 5.72499 13.25425 0.1 0.4 -0.5
H 12.13062 7.03112 15.10424 0.1 -0.6 0.0
H 12.64190 9.39071 14.48015 0.4 -0.2 0.4
H 8.62593 10.21551 13.99415 0.4 0.6 0.0
H 7.97451 7.99617 14.39646 -1.3 -0.3 0.0
```
Forces are in eV/Å.

# 4
Here is a structure of composition C29H26BrN8O7Ru from OMol25. Energies are from wB97M-V/def2-TZVPD.

Computed properties:
- total charge = +2
- 2S+1 = 2
- ΔE to the lowest compared entry with this formula, charge and spin (kcal per mole) = 23.6
- E_HOMO (alpha / beta) (eV) = -13.62 / -13.62
- orbital gap (alpha / beta) (Ha) = 0.2535 / 0.2251
- calculated total energy (Eh) = -4753.55523
- M (g/mol) = 779.55

XYZ file:
```
72
Properties=species:S:1:pos:R:3:forces:R:3
Ru 0.23387 0.55721 0.48170 -0.1 -0.9 0.8
Br -0.66304 -3.77494 6.63966 0.0 0.2 -0.2
C -0.39034 -2.40181 5.37485 -0.1 -0.3 0.2
C -0.45092 -2.68744 4.02286 0.0 0.0 -0.2
C -0.24963 -1.67711 3.09368 0.0 -0.2 0.0
C 0.03467 -0.38610 3.51076 0.0 0.5 -0.2
C 0.04204 -0.09813 4.87310 0.0 -0.2 0.2
C -0.15704 -1.10547 5.80262 0.0 0.3 0.0
N 0.22395 0.68110 2.54679 0.2 -0.7 0.4
C 0.60808 1.84089 2.91728 -0.2 0.3 0.0
C 0.42378 2.92298 1.96531 -0.1 -0.1 -0.2
C 0.68875 4.24100 2.26612 0.0 0.0 0.1
C 0.34441 5.22369 1.35105 0.0 0.1 0.0
C -0.27710 4.84741 0.17931 0.0 0.0 0.0
C -0.49391 3.50363 -0.06972 0.0 -0.2 0.4
N -0.15376 2.54016 0.79240 0.1 0.6 -0.4
H -0.65596 -3.69648 3.69391 0.0 0.0 0.0
H -0.31509 -1.91785 2.04877 0.0 0.0 -0.1
H 0.17143 0.90950 5.24109 0.0 -0.1 0.1
H -0.14822 -0.87618 6.85880 0.0 0.0 0.0
H 0.94963 2.06076 3.92149 0.0 0.1 0.0
H 1.14363 4.48986 3.21496 0.0 0.0 0.0
H 0.54714 6.26507 1.56084 0.0 0.0 0.0
H -0.58042 5.57566 -0.55853 0.0 0.0 0.0
H -0.96702 3.20670 -0.98100 0.0 -0.1 -0.2
N -1.64861 -0.17830 0.51086 0.1 -0.2 -0.3
C -2.55050 -0.87703 0.27957 0.0 0.1 0.2
N -3.53418 -1.68143 0.08992 -0.1 0.1 -0.1
C -4.94403 -1.21346 0.13430 0.0 0.0 0.0
C -5.53145 -1.23316 -1.26823 0.0 0.0 0.0
C -5.35617 -2.60418 -1.91993 0.0 0.0 0.0
C -3.88756 -3.02610 -1.93375 0.0 0.0 0.0
C -3.31333 -3.01381 -0.52618 0.0 0.0 0.0
H -4.96168 -0.22372 0.58634 0.0 0.0 0.0
H -5.47746 -1.89910 0.79486 0.0 0.0 0.0
H -5.04251 -0.46452 -1.87498 0.0 0.0 0.0
H -6.58707 -0.96779 -1.20421 0.0 0.0 0.0
H -5.74819 -2.58529 -2.93603 0.0 0.0 0.0
H -5.94293 -3.34723 -1.37166 0.0 0.0 0.0
H -3.30907 -2.34145 -2.56288 0.0 0.0 0.0
H -3.77275 -4.02632 -2.35254 0.0 0.0 0.0
H -2.24739 -3.23509 -0.49761 0.0 0.0 0.0
H -3.82733 -3.73420 0.11287 0.0 0.0 0.0
O 6.67534 -1.90725 -2.30284 0.0 0.0 0.0
N 6.37739 -0.74728 -2.47303 0.0 0.0 0.0
O 6.92628 0.04611 -3.20176 0.0 -0.1 0.0
C 5.20590 -0.24899 -1.71721 0.0 0.0 0.0
C 4.82256 1.07170 -1.86243 -0.1 0.0 0.0
C 3.71627 1.52331 -1.17228 0.1 0.0 -0.3
C 2.99732 0.71133 -0.27845 -0.1 -0.1 0.4
O 2.08139 1.16384 0.54877 0.3 0.5 -0.6
C 3.40918 -0.63273 -0.23533 -0.1 -0.2 0.0
C 4.50715 -1.12471 -0.91918 0.1 0.0 0.0
N 2.60857 -1.59424 0.51247 0.2 0.2 0.1
O 3.10017 -2.63038 0.83960 0.0 -0.1 0.0
O 1.40708 -1.34013 0.77139 -0.4 -0.1 -0.5
N 3.28743 2.90246 -1.43841 -0.1 0.2 1.0
O 4.13534 3.71812 -1.68920 0.1 0.0 -0.3
O 2.09614 3.13651 -1.30974 -0.1 -0.1 -0.3
H 5.37288 1.73554 -2.51609 0.0 0.0 0.0
H 4.80545 -2.16138 -0.83977 0.0 0.0 0.0
C 0.59458 0.29448 -4.39447 0.0 0.0 -0.1
C 1.22920 -0.63934 -3.59200 0.0 -0.1 0.0
C 0.99316 -0.62345 -2.23267 -0.2 -0.1 0.1
N 0.17798 0.26597 -1.64008 0.4 0.5 -0.3
C -0.47892 1.12262 -2.43988 0.0 -0.3 -0.1
C -0.30087 1.17244 -3.80623 0.0 0.0 0.0
H 0.76983 0.31540 -5.46195 0.0 0.0 0.0
H 1.89205 -1.38456 -4.00910 0.0 0.0 0.0
H 1.43361 -1.36916 -1.59028 0.0 0.1 -0.1
H -1.21133 1.74358 -1.96473 -0.1 0.2 0.1
H -0.85784 1.88826 -4.39392 0.0 0.0 0.0
```
Forces are in eV/Å.

The highest M belongs to which entry?
C29H26BrLaN3O5S5

calculated total energy of number 4 (C29H26BrN8O7Ru)?
-4753.55523 Eh